Arrangement P

Here is one molecule with the formula C6H11N from the OMol25 dataset. Energies are from wB97M-V/def2-TZVPD.

Geometry as ORCA input:
```
! RIJCOSX wB97M-V def2-TZVPD def2/J DEFGRID3
* xyz 0 1
H 0.139 -0.773 -1.451
C 2.527 -0.312 0.310
N -0.663 0.840 1.281
H -1.411 1.451 1.480
H 0.823 0.852 -1.247
C 1.013 -0.409 0.506
H 3.073 -0.630 1.203
H 2.843 -0.944 -0.530
H 2.823 0.718 0.078
C 0.240 0.064 -0.762
H 0.768 -1.462 0.720
H -2.600 -0.448 -1.566
H -1.321 1.598 -0.793
H -2.106 -1.297 -0.098
C -2.313 -0.305 -0.509
H -3.205 0.090 -0.006
C 0.462 0.355 1.712
C -1.092 0.613 -0.328
*
```

The value obtained for the gap between HOMO and LUMO is 8.987 eV. Its LUMO energy is 0.9 eV.

Arrangement Q

Here is one molecule with the formula C6H11N from the OMol25 dataset. Energies are from wB97M-V/def2-TZVPD.

Geometry as ORCA input:
```
! RIJCOSX wB97M-V def2-TZVPD def2/J DEFGRID3
* xyz 0 1
H -1.336 -0.812 -2.823
C 2.002 -0.177 1.925
C -0.283 0.030 1.086
H 1.025 1.682 0.915
C 0.887 0.709 1.379
H -1.042 -0.061 1.869
H 2.982 -0.188 1.429
H -1.505 1.268 -1.901
H 1.733 -1.246 1.856
N -1.041 -1.544 -2.202
H -0.080 2.060 -1.222
H -0.972 -1.972 -0.176
H -0.611 -2.360 -2.588
C -0.967 1.474 -0.993
C -0.990 -1.122 -0.861
C -0.629 0.095 -0.370
H -1.445 2.159 -0.304
H 2.272 0.002 2.980
*
```

The value obtained for the gap between HOMO and LUMO is 7.484 eV. The SMILES is C/C=C/C(C)=C/N. Its LUMO energy is 0.5 eV.

Relative energies, in hartree, with the most stable structure set to zero: arrangement P 0.0000; arrangement Q 0.0774.

Arrangement P

Here is a 2-piece molecular cluster, C4H11NOS overall from the OMol25 dataset. Energies are from wB97M-V/def2-TZVPD.

Geometry as ORCA input:
```
! RIJCOSX wB97M-V def2-TZVPD def2/J DEFGRID3
* xyz 0 1
H -0.519 -0.663 -1.047
H -0.963 -0.737 3.288
H 1.156 -0.843 1.101
H -0.679 0.905 -3.393
O 1.475 1.691 -1.100
C 0.483 1.158 -0.572
H -0.163 0.629 2.550
C -0.550 -0.371 2.357
C -0.507 0.360 -1.353
H -1.522 0.785 -1.314
C 0.652 -1.241 2.000
N -0.012 0.431 -2.791
H 0.886 1.001 -2.707
H 0.325 -2.250 1.726
S -1.894 -0.321 1.095
H 1.374 -1.286 2.852
H 0.186 -0.510 -3.178
H 0.272 1.261 0.486
*
```

The value obtained for the gap between HOMO and LUMO is 5.442 eV. Its LUMO energy is -0.7 eV.

Arrangement Q

Here is one molecule with the formula C4H11NOS from the OMol25 dataset. Energies are from wB97M-V/def2-TZVPD.

Geometry as ORCA input:
```
! RIJCOSX wB97M-V def2-TZVPD def2/J DEFGRID3
* xyz 0 1
H 0.860 0.534 -1.470
H -1.022 0.266 2.548
H -0.110 -1.413 1.318
N -0.355 -1.006 -0.727
H 0.671 1.351 0.369
H 1.375 -1.288 0.412
C 0.639 0.571 1.132
H -0.308 1.968 2.525
H 1.600 0.473 1.632
H -2.013 0.424 0.260
C 0.386 -0.825 0.537
H 0.826 -0.678 -3.606
O 0.820 -1.112 -2.735
H -0.648 0.279 -2.349
S -1.945 1.626 0.851
C -0.535 1.053 1.988
H -0.407 -1.990 -0.861
C 0.167 -0.231 -1.824
*
```

The value obtained for the gap between HOMO and LUMO is 9.584 eV. The SMILES is OCNCCCS. Its LUMO energy is 0.9 eV.

Relative energies, in hartree, with the most stable structure set to zero: arrangement P 0.0707; arrangement Q 0.0000.